*i*
Density functional theory data (wB97M-V/def2-TZVPD) for a molecular structure, C5H9NO3.

Structure (XYZ):
```
18
Properties=species:S:1:pos:R:3
C -1.147 0.175 -1.077
C -2.229 0.728 -0.154
N -0.037 -0.365 -0.268
C 1.722 -0.824 1.479
C 1.107 0.235 -0.028
C 1.788 1.309 -0.358
O 2.023 -2.138 1.228
O -1.618 -0.824 -1.932
O 2.173 -0.279 2.458
H 2.507 -2.498 1.995
H -2.079 -1.501 -1.418
H -0.167 -1.098 0.459
H -0.754 0.955 -1.731
H -3.060 1.101 -0.749
H -1.821 1.526 0.465
H -2.604 -0.059 0.502
H 2.863 1.274 -0.430
H 1.332 2.284 -0.441
```

2S+1 = 1
LUMO energy = 0.0111 Eh
HOMO level = -8.05 eV
total charge = 0
HOMO-LUMO gap = 8.3 eV

---

*ii*
Density functional theory data (wB97M-V/def2-TZVPD) for 2 unconnected molecules or ions with the total composition C5H9NO3.

Structure (XYZ):
```
18
Properties=species:S:1:pos:R:3
C -1.843 -0.207 0.647
C 1.272 -1.693 -0.668
C 0.547 2.061 -0.106
N -1.070 0.046 1.659
C 1.036 -0.522 0.256
C 0.347 0.701 -0.697
O -2.106 -1.467 0.364
O 1.911 -0.145 1.014
O -0.354 0.419 -1.636
H -1.870 -2.028 -0.379
H -1.201 0.994 2.001
H -2.576 0.473 0.195
H 1.751 -2.517 -0.144
H 1.967 -1.390 -1.451
H 0.374 -1.947 -1.224
H 1.167 2.062 0.787
H 1.068 2.697 -0.821
H -0.421 2.462 0.202
```

2S+1 = 1
SMILES = CC(=O)C(C)=O.[H]/N=C/O
LUMO energy = 0.0034 Eh
HOMO level = -8.88 eV
total charge = 0
HOMO-LUMO gap = 9.0 eV

---

*iii*
Density functional theory data (wB97M-V/def2-TZVPD) for 2 unconnected molecules or ions with the total composition C5H9NO3.

Structure (XYZ):
```
18
Properties=species:S:1:pos:R:3
C 1.434 -1.394 -0.669
C -0.202 0.580 1.128
C -0.232 2.097 1.318
C -0.092 0.141 -0.468
C 1.387 -1.677 0.649
N -1.343 -1.142 -2.011
O -1.197 -0.679 -0.659
O 0.212 0.948 -1.329
O 1.560 -2.057 1.724
H -1.075 -0.362 -2.620
H -2.341 -1.309 -2.131
H 2.277 -0.811 -1.010
H 1.046 -2.141 -1.349
H 0.447 0.189 1.908
H -1.177 0.186 1.415
H 0.765 2.517 1.158
H -0.930 2.559 0.616
H -0.540 2.352 2.331
```

2S+1 = 1
SMILES = CCC(=O)ON.C=C=O
LUMO energy = 0.0246 Eh
HOMO level = -9.05 eV
total charge = 0
HOMO-LUMO gap = 9.7 eV

---

*iv*
Density functional theory data (wB97M-V/def2-TZVPD) for a molecular structure, C5H9NO3.

Structure (XYZ):
```
18
Properties=species:S:1:pos:R:3
C 1.341 2.186 -0.010
C -1.632 -1.042 1.254
C -0.748 1.146 -0.518
C -0.735 -0.799 0.081
N 1.104 -1.645 -1.267
C 0.468 -1.439 -0.086
O -1.259 -0.060 -1.009
O 0.643 1.186 -0.737
O -1.430 2.128 -0.275
H 0.635 -1.235 -2.072
H 1.625 -2.506 -1.377
H 0.934 -1.953 0.752
H 0.701 2.850 0.577
H 2.009 1.684 0.699
H 1.935 2.787 -0.702
H -1.604 -2.087 1.576
H -1.320 -0.417 2.097
H -2.668 -0.785 1.017
```

2S+1 = 1
LUMO energy = 0.0285 Eh
HOMO level = -7.83 eV
total charge = 0
HOMO-LUMO gap = 8.6 eV

---

It turns out *iv* is the most stable, with the second structure 0.0347 hartree higher.